No. 1
ORCA calculation (ωB97M-V/def2-TZVPD) on C5H10N2O in the gas phase in a non-equilibrium geometry.

Geometry as XYZ:
```
18
C5H10N2O, DFT ωB97M-V/def2-TZVPD
C -0.091 -0.772 -1.943
C -0.639 -0.220 -0.869
N -2.127 0.364 -1.193
O -3.173 0.777 -0.798
N -0.540 0.322 0.385
C -1.355 -0.118 1.517
C 1.072 -0.240 0.531
C 2.013 0.843 0.069
H 0.837 -1.337 -1.897
H -0.539 -0.688 -2.926
H -2.428 0.002 1.341
H -1.074 0.474 2.392
H -1.190 -1.173 1.763
H 1.105 -0.359 1.614
H 1.316 -1.228 0.131
H 2.062 0.921 -1.018
H 1.725 1.814 0.478
H 3.025 0.618 0.424
```

Calculated values
HOMO (alpha / beta): -0.2570 / -0.2619 Eh
SMILES string: C=C(N=O)N(C)CC
energy relative to the best compared isomer or geometry (same formula, charge and spin): 166.4 kcal/mol
energy: -381.020193 a.u.
total charge: 0
LUMO energy (alpha / beta): 0.706 / 0.750 eV

***

No. 2
ORCA calculation (ωB97M-V/def2-TZVPD) on C38H35AuO2P2 as an isolated structure in a non-equilibrium geometry.

Geometry as XYZ:
```
78
C38H35AuO2P2, DFT ωB97M-V/def2-TZVPD
C 1.281 -2.757 -2.843
C 0.159 -3.016 -2.014
C -0.956 -3.693 -2.569
C -0.878 -4.222 -3.859
C 0.270 -4.024 -4.631
C 1.343 -3.281 -4.141
P 0.131 -2.362 -0.334
C -1.301 -3.110 0.463
C -2.438 -2.333 0.753
C -3.557 -2.905 1.349
C -3.570 -4.265 1.626
C -2.458 -5.065 1.330
C -1.314 -4.495 0.754
Au 0.121 0.009 -0.243
P 0.088 2.380 -0.191
C -0.999 3.045 -1.453
C -0.509 3.765 -2.570
C -1.392 4.296 -3.512
C -2.760 4.040 -3.411
C -3.259 3.238 -2.385
C -2.383 2.709 -1.426
C -0.482 3.140 1.362
C 0.265 2.893 2.539
C -0.148 3.423 3.758
C -1.324 4.180 3.831
C -2.086 4.386 2.692
C -1.674 3.875 1.463
C 1.704 3.123 -0.425
C 2.871 2.339 -0.504
C 4.097 2.950 -0.789
C 4.169 4.328 -0.961
C 3.028 5.129 -0.841
C 1.795 4.533 -0.559
C 1.572 -3.123 0.448
C 2.260 -4.209 -0.153
C 3.360 -4.784 0.486
C 3.786 -4.302 1.718
C 3.120 -3.231 2.325
C 2.026 -2.643 1.692
H 1.182 2.283 2.489
H 0.465 3.232 4.647
H -1.639 4.594 4.791
H -3.035 4.948 2.713
H -2.312 4.028 0.591
H 0.570 3.962 -2.676
H -0.966 4.927 -4.313
H -3.431 4.457 -4.147
H -4.337 3.045 -2.282
H -2.774 2.088 -0.594
H 2.805 1.246 -0.392
H 4.996 2.318 -0.891
H 5.119 4.794 -1.186
H 3.057 6.215 -0.996
H 0.877 5.143 -0.508
H 1.934 -4.604 -1.124
H 3.866 -5.623 -0.019
H 4.633 -4.762 2.212
H 3.446 -2.852 3.301
H 1.503 -1.799 2.171
H -2.458 -1.266 0.512
H -4.414 -2.249 1.569
H -4.459 -4.718 2.064
H -2.455 -6.144 1.531
H -0.431 -5.109 0.508
H -1.857 -3.847 -1.953
H -1.733 -4.808 -4.240
H 0.327 -4.449 -5.625
H 2.257 -3.131 -4.736
H 2.126 -2.165 -2.446
H 0.032 0.048 -1.985
H 0.947 0.032 -1.746
C -1.203 -0.023 4.103
C -1.175 0.142 2.611
O -2.097 0.499 1.873
O 0.048 -0.158 2.228
H -2.182 0.275 4.560
H -0.300 0.569 4.415
H -0.892 -1.099 4.195
```

Calculated values
spin multiplicity: 3
HOMO (alpha / beta): -0.4877 / -0.5060 Eh
energy: -2437.249899 a.u.
total charge: +2
LUMO energy (alpha / beta): -5.842 / -10.283 eV

***

No. 3
ORCA calculation (ωB97M-V/def2-TZVPD) on CCl3F in the gas phase.

Geometry as XYZ:
```
5
CCl3F, DFT ωB97M-V/def2-TZVPD
F -0.014 -0.046 1.391
C -0.013 -0.005 0.049
Cl -0.269 1.661 -0.460
Cl -1.289 -1.044 -0.500
Cl 1.586 -0.566 -0.479
```

Calculated values
HOMO: -0.4214 Eh
SMILES string: FC(Cl)(Cl)Cl
energy relative to the best compared isomer or geometry (same formula, charge and spin): 0.3 kcal/mol
energy: -1518.536803 a.u.
total charge: 0
LUMO energy: 0.483 eV

***

No. 4
ORCA calculation (ωB97M-V/def2-TZVPD) on a 6-piece molecular cluster, C20H30Br2Cl10F6O3 overall in a non-equilibrium geometry.

Geometry as XYZ:
```
71
C20H30Br2Cl10F6O3, DFT ωB97M-V/def2-TZVPD
O 1.659 1.364 4.460
C 1.168 1.032 3.444
O 1.067 1.831 2.353
C 0.010 1.210 1.563
C 0.378 -0.238 1.773
C -0.646 -1.241 1.279
C -2.099 -1.098 1.743
C -2.537 -2.174 2.696
F -2.012 -2.019 3.931
F -3.892 -2.174 2.831
F -2.184 -3.413 2.278
C 1.723 -0.579 1.114
C 2.330 -1.905 1.619
C 3.552 -1.726 2.502
F 3.447 -0.656 3.328
Br 3.759 -3.341 3.592
C 4.820 -1.529 1.647
F 4.651 -0.411 0.905
F 4.970 -2.567 0.801
Br 6.467 -1.309 2.694
O 0.577 -0.159 3.219
H -0.855 1.507 2.155
H -0.054 1.490 0.518
H -0.627 -1.143 0.197
H -0.319 -2.255 1.487
H -2.763 -1.168 0.887
H -2.309 -0.152 2.226
H 1.512 -0.695 0.053
H 2.426 0.242 1.187
H 1.584 -2.433 2.201
H 2.610 -2.539 0.780
Cl 3.306 -1.629 -2.046
C 3.700 -0.097 -2.864
C 2.906 1.037 -2.271
Cl 1.166 0.846 -2.609
H 3.488 -0.223 -3.923
H 4.765 0.088 -2.734
H 3.223 1.985 -2.702
H 3.032 1.083 -1.192
Cl -2.547 1.481 4.021
C -1.701 2.819 4.856
C -2.649 3.903 5.293
Cl -3.339 4.793 3.910
H -0.941 3.204 4.179
H -1.207 2.383 5.721
H -2.111 4.627 5.902
H -3.474 3.498 5.872
Cl -1.759 1.459 -4.510
C -1.680 1.633 -6.281
C -0.618 0.757 -6.892
Cl 1.027 1.296 -6.463
H -1.505 2.682 -6.505
H -2.657 1.349 -6.670
H -0.693 0.798 -7.977
H -0.724 -0.275 -6.569
Cl -0.293 -3.338 -2.170
C 0.390 -4.976 -2.353
C 1.051 -5.458 -1.089
Cl 2.526 -4.525 -0.723
H 1.095 -4.947 -3.179
H -0.433 -5.640 -2.611
H 1.350 -6.499 -1.200
H 0.385 -5.375 -0.234
Cl -5.533 2.509 -3.019
C -4.868 3.933 -2.183
C -3.454 3.693 -1.722
Cl -3.365 2.480 -0.420
H -5.528 4.171 -1.353
H -4.881 4.759 -2.892
H -3.036 4.618 -1.327
H -2.829 3.344 -2.541
```

Calculated values
HOMO: -0.3782 Eh
SMILES string: O=C1OC[C@@](CCC(F)(F)F)(CC[C@@](F)(Br)C(F)(F)Br)O1.ClCCCl.ClCCCl.ClCCCl.ClCCCl.ClCCCl
energy: -11355.020523 a.u.
total charge: 0
LUMO energy: 0.427 eV

***

No. 5
ORCA calculation (ωB97M-V/def2-TZVPD) on C4H8O2 in the gas phase in a non-equilibrium geometry.

Geometry as XYZ:
```
14
C4H8O2, DFT ωB97M-V/def2-TZVPD
C 2.021 0.310 -0.324
C 0.756 -0.552 0.337
O 0.829 0.635 0.900
C -0.595 -0.948 -0.111
C -1.707 -0.025 0.321
O -1.578 1.248 -0.239
H 2.874 -0.183 0.112
H 1.775 -0.048 -1.322
H 2.158 1.392 -0.313
H -0.581 -1.080 -1.202
H -0.752 -1.960 0.284
H -1.769 0.027 1.419
H -2.652 -0.421 -0.053
H -0.779 1.606 0.191
```

Calculated values
HOMO: -0.2942 Eh
energy relative to the best compared isomer or geometry (same formula, charge and spin): 133.2 kcal/mol
energy: -307.500133 a.u.
total charge: 0
LUMO energy: 0.303 eV

***

No. 6
ORCA calculation (ωB97M-V/def2-TZVPD) on C50H59AsBrN3O14P4PbS as an isolated structure in a non-equilibrium geometry.

Geometry as XYZ:
```
134
C50H59AsBrN3O14P4PbS, DFT ωB97M-V/def2-TZVPD
Pb -1.394 0.958 0.160
C 5.114 3.524 -2.925
C 4.805 3.275 -1.451
C 5.499 4.303 -0.561
O 3.404 3.360 -1.235
P 2.482 2.065 -0.911
O 1.158 2.514 -0.523
C 2.626 0.972 -2.363
P 1.117 -0.093 -2.291
O -0.124 0.649 -2.484
O 1.176 -0.806 -0.917
C 2.759 -2.730 -1.068
C 2.066 -5.118 -0.397
C 4.134 -2.941 -0.429
O 1.412 -1.171 -3.470
C 0.683 -1.175 -4.698
C 0.663 0.194 -5.367
C -0.733 -1.707 -4.534
O 3.328 1.252 0.195
C 3.407 1.881 1.495
C 4.748 1.473 2.101
C 2.257 1.470 2.393
H 6.189 3.487 -3.090
H 4.737 4.499 -3.219
H 4.634 2.771 -3.543
H 5.150 2.271 -1.174
H 5.167 5.303 -0.824
H 6.578 4.238 -0.686
H 5.248 4.121 0.479
H 3.540 0.384 -2.349
H 2.578 1.587 -3.258
H 2.901 -2.145 -1.982
H 1.555 -4.690 0.457
H 3.058 -5.443 -0.093
H 1.503 -5.985 -0.740
H 4.038 -3.367 0.566
H 4.661 -1.992 -0.343
H 4.734 -3.611 -1.046
H 1.267 -1.879 -5.315
H 0.072 0.876 -4.764
H 0.214 0.112 -6.355
H 1.672 0.586 -5.472
H -1.272 -1.116 -3.800
H -0.713 -2.735 -4.190
H -1.251 -1.665 -5.490
H 3.370 2.969 1.342
H 4.756 0.397 2.261
H 4.878 1.972 3.057
H 5.577 1.738 1.447
H 2.286 0.399 2.582
H 1.302 1.714 1.932
H 2.318 2.009 3.337
O -2.641 4.429 2.310
As -1.052 3.731 2.455
O -0.578 4.057 3.979
O -1.047 2.091 2.199
C 0.145 4.684 1.235
C 1.368 5.098 1.747
C 2.281 5.755 0.941
C 1.972 6.005 -0.387
C 0.752 5.593 -0.897
C -0.144 4.924 -0.086
S -1.733 4.441 -0.757
O -2.654 5.447 -0.230
O -1.617 4.474 -2.199
O -2.082 3.120 -0.201
H -2.785 4.705 1.390
H 1.570 4.893 2.794
H 3.236 6.069 1.346
H 2.688 6.510 -1.023
H 0.481 5.762 -1.927
N -1.022 -2.391 2.646
P 0.455 -1.628 2.198
C 1.548 -2.613 3.339
C 1.711 -3.990 3.229
C 2.435 -4.696 4.170
C 3.001 -4.036 5.250
C 2.810 -2.671 5.392
C 2.083 -1.968 4.449
C 0.778 -2.535 0.639
C -0.373 -2.853 -0.119
C -0.292 -3.327 -1.484
C 0.772 -3.842 -2.107
C 2.134 -4.067 -1.512
C 1.862 -1.885 -0.156
P -3.011 -0.871 1.565
C -3.287 -0.540 3.328
C -2.194 -0.101 4.070
C -2.338 0.196 5.410
C -3.580 0.093 6.016
C -4.676 -0.320 5.276
C -4.532 -0.638 3.937
C -4.598 -1.636 1.021
C -5.466 -0.968 0.168
C -6.567 -1.621 -0.361
C -6.833 -2.936 -0.017
C -6.001 -3.592 0.875
C -4.893 -2.946 1.389
H -0.895 -3.287 3.106
H 1.258 -4.505 2.394
H 2.558 -5.768 4.073
H 3.593 -4.582 5.977
H 3.230 -2.161 6.249
H 1.909 -0.908 4.574
H -2.369 -2.761 -0.338
H -1.235 -3.261 -2.017
H 0.670 -4.167 -3.136
H 2.787 -4.461 -2.305
H 2.508 -1.331 0.537
H -1.234 0.015 3.588
H -1.477 0.523 5.976
H -3.696 0.349 7.062
H -5.652 -0.394 5.740
H -5.390 -0.963 3.362
H -5.249 0.056 -0.100
H -7.212 -1.113 -1.066
H -7.683 -3.452 -0.446
H -6.207 -4.621 1.146
H -4.217 -3.452 2.063
N -1.624 -2.772 0.353
C -2.048 -2.433 1.659
Br -5.372 3.277 -5.408
C -5.226 1.486 -4.769
C -5.999 0.503 -5.366
N -5.948 -0.763 -4.987
C -5.123 -1.083 -4.000
C -4.324 -0.165 -3.336
C -4.375 1.170 -3.729
C -3.457 -0.548 -2.133
O -3.121 -1.727 -2.008
O -3.239 0.423 -1.378
H -6.685 0.740 -6.171
H -5.102 -2.124 -3.706
H -3.772 1.900 -3.208
```

Calculated values
HOMO: -0.0364 Eh
energy relative to the best compared isomer or geometry (same formula, charge and spin): 68.5 kcal/mol
energy: -9924.892903 a.u.
total charge: -2
LUMO energy: 3.477 eV

***

No. 7
ORCA calculation (ωB97M-V/def2-TZVPD) on a 2-piece molecular cluster, C2H8N2S overall.

Geometry as XYZ:
```
13
C2H8N2S, DFT ωB97M-V/def2-TZVPD
C 0.478 -1.670 1.004
N 1.615 1.470 -0.494
C 0.938 0.388 -0.164
N 1.353 -0.538 0.663
H 0.996 -2.281 1.740
H 0.262 -2.255 0.116
H -0.430 -1.289 1.464
H 2.566 1.657 -0.219
H 1.130 2.180 -1.018
H -0.138 0.333 -0.509
H 2.294 -0.533 1.027
S -2.167 0.260 -0.554
H -2.144 1.599 -0.477
```

Calculated values
HOMO: -0.2419 Eh
energy relative to the best compared isomer or geometry (same formula, charge and spin): 22.4 kcal/mol
energy: -588.644214 a.u.
total charge: 0
LUMO energy: 0.089 eV

***

No. 8
ORCA calculation (ωB97M-V/def2-TZVPD) on C20H28BBr42ClN3O3 as an isolated structure in a non-equilibrium geometry.

Geometry as XYZ:
```
98
C20H28BBr42ClN3O3, DFT ωB97M-V/def2-TZVPD
C 2.635 4.244 -1.222
C 3.237 3.238 -2.222
C 2.775 1.798 -2.014
O 3.729 0.979 -1.306
C 4.197 1.524 -0.162
C 5.328 0.723 0.492
N 5.362 1.364 1.839
C 4.094 1.857 2.014
N 3.722 2.583 3.030
Cl 4.752 2.970 4.287
N 3.204 1.577 0.996
B 2.461 0.320 1.328
O 1.324 -0.023 0.673
O 2.973 -0.500 2.308
H 2.367 3.763 -0.278
H 3.320 5.068 -1.020
H 1.720 4.687 -1.613
H 2.954 3.548 -3.228
H 4.326 3.302 -2.191
H 2.645 1.310 -2.978
H 1.802 1.754 -1.516
H 4.617 2.534 -0.259
H 5.171 -0.354 0.518
H 6.253 0.892 -0.059
H 6.019 2.148 1.814
H 2.797 2.998 3.008
H 0.768 0.733 0.435
H 2.359 -0.684 3.030
C 5.472 6.813 1.958
Br 5.293 7.006 3.857
Br 5.593 4.945 1.467
Br 4.061 7.693 0.998
H 6.403 7.272 1.659
C -2.516 -2.745 -1.851
Br -3.070 -0.905 -1.972
Br -3.690 -3.768 -0.728
Br -2.307 -3.543 -3.587
H -1.544 -2.747 -1.387
C 5.511 -2.137 4.650
Br 5.478 -3.183 6.258
Br 5.455 -0.244 5.022
Br 7.009 -2.562 3.524
H 4.617 -2.372 4.089
C -3.443 0.562 2.112
Br -1.947 -0.562 1.670
Br -3.290 2.280 1.262
Br -5.113 -0.284 1.703
H -3.414 0.729 3.181
C -8.820 -2.703 0.625
Br -9.049 -4.059 1.968
Br -8.459 -0.986 1.414
Br -7.459 -3.190 -0.641
H -9.752 -2.621 0.083
C 10.734 -2.498 1.478
Br 10.907 -2.361 3.386
Br 10.564 -4.322 0.905
Br 9.271 -1.422 0.821
H 11.638 -2.099 1.042
C -0.645 4.616 2.846
Br -0.515 5.885 1.414
Br 0.762 3.285 2.772
Br -0.690 5.463 4.566
H -1.577 4.081 2.723
C -9.710 -7.521 0.928
Br -11.298 -8.370 1.610
Br -8.182 -7.880 2.040
Br -9.381 -7.992 -0.905
H -9.880 -6.455 0.955
C -0.213 -6.836 -3.658
Br -1.910 -7.426 -2.979
Br 1.222 -7.251 -2.438
Br 0.127 -7.515 -5.423
H -0.259 -5.758 -3.732
C -1.960 5.780 -2.744
Br -2.212 4.397 -1.435
Br -1.762 7.512 -1.929
Br -0.470 5.403 -3.899
H -2.854 5.803 -3.351
C -12.252 -4.024 -1.989
Br -12.426 -5.439 -0.701
Br -12.139 -2.301 -1.130
Br -10.761 -4.320 -3.165
H -13.148 -4.019 -2.593
C 1.604 -11.837 -5.504
Br 1.719 -10.729 -7.074
Br 3.103 -13.034 -5.376
Br 1.398 -10.787 -3.906
H 0.716 -12.444 -5.606
C -6.068 3.548 4.450
Br -6.084 1.977 5.560
Br -4.350 4.424 4.503
Br -6.623 3.135 2.655
H -6.787 4.243 4.858
C 2.585 8.500 -4.614
Br 0.966 9.317 -5.243
Br 2.440 7.992 -2.764
Br 3.094 6.998 -5.705
H 3.373 9.236 -4.687
```

Calculated values
HOMO: -0.4081 Eh
energy: -109762.207210 a.u.
total charge: +1
LUMO energy: -2.760 eV